{"formula": "C15H29N2O6S2", "method": "ωB97M-V with the def2-TZVPD basis set", "e_homo_ev": -12.9, "gap_ev": 10.197, "charge": 1, "elements": ["C", "C", "C", "C", "C", "C", "C", "N", "C", "C", "N", "H", "H", "H", "H", "H", "H", "H", "H", "H", "H", "H", "H", "H", "O", "S", "O", "O", "C", "C", "C", "H", "H", "H", "H", "H", "H", "H", "H", "O", "S", "O", "O", "C", "C", "C", "H", "H", "H", "H", "H", "H", "H", "H"], "xyz": [[3.8578, 3.6732, 1.1317], [2.5528, 3.4278, 1.4636], [1.8789, 2.2856, 1.1192], [0.4186, 2.1481, 1.5037], [-0.3132, 3.2610, 0.6275], [-1.3275, 2.4457, -0.2485], [-1.6947, 1.3770, 0.7777], [-0.3023, 0.8937, 1.1618], [2.6235, 1.3568, 0.3892], [3.9237, 1.7010, 0.0960], [4.5628, 2.8070, 0.4172], [4.3009, 4.6159, 1.4322], [2.0236, 4.1858, 2.0392], [0.3368, 2.2880, 2.5807], [-0.7213, 4.0465, 1.2644], [0.4219, 3.7279, -0.0214], [-2.1484, 3.0933, -0.5339], [-0.7037, 2.1076, -1.0749], [-2.3918, 0.6009, 0.4780], [-1.9570, 1.9918, 1.6402], [0.0139, 0.3645, 0.3483], [-0.4941, 0.2642, 1.9449], [2.1970, 0.4159, 0.0627], [4.4915, 0.9754, -0.4868], [1.3052, -3.6676, 0.4347], [0.9859, -3.4700, 1.8139], [0.3974, -2.2307, 2.2408], [2.2725, -3.7500, 2.6930], [3.4537, -2.9852, 2.3835], [3.3454, -1.5466, 2.8599], [0.0099, -4.8090, 2.3979], [3.6582, -3.0419, 1.3132], [4.2804, -3.4724, 2.8951], [2.5593, -1.0102, 2.3305], [4.2845, -1.0204, 2.6867], [3.1074, -1.5060, 3.9229], [0.4737, -5.7429, 2.0933], [-0.9761, -4.7110, 1.9477], [-0.0668, -4.7421, 3.4802], [-2.9486, 1.2942, -2.4416], [-2.5007, 0.3086, -3.3862], [-2.4203, 0.6138, -4.7744], [-3.3462, -1.0153, -3.1795], [-4.7896, -0.9301, -3.2690], [-5.2733, -0.7551, -4.6941], [-0.9450, -0.3453, -2.8704], [-5.1547, -0.1295, -2.6236], [-5.1677, -1.8680, -2.8672], [-4.9544, 0.2003, -5.1084], [-6.3619, -0.7902, -4.7305], [-4.8692, -1.5384, -5.3352], [-0.9990, -0.6093, -1.8157], [-0.1988, 0.4313, -3.0328], [-0.7109, -1.2157, -3.4773]]}

{"formula": "C15H29NO4", "method": "ωB97M-V with the def2-TZVPD basis set", "e_homo_ev": -6.4, "gap_ev": 3.665, "charge": 0, "elements": ["C", "C", "O", "C", "C", "C", "N", "C", "C", "C", "C", "C", "C", "C", "O", "C", "H", "H", "H", "H", "H", "H", "H", "H", "H", "H", "H", "H", "H", "H", "H", "H", "H", "H", "H", "H", "H", "H", "H", "H", "H", "H", "C", "C", "O", "O", "H", "H", "H"], "xyz": [[2.6239, -3.1545, 0.4697], [1.3529, -3.2914, -0.6086], [0.2102, -2.6319, 0.0418], [-0.8068, -2.1895, -0.9314], [-1.9894, -1.2620, -0.1979], [-3.3486, -2.0874, -0.7175], [-3.3429, -1.5844, -2.1767], [-2.8054, -0.3094, -2.3957], [-2.3985, 0.1697, -0.8820], [-1.4775, 1.5022, -0.6473], [0.0393, 1.2193, -0.0949], [1.0556, 0.6503, -1.2500], [2.1532, 1.7338, -1.8052], [3.4010, 2.0382, -0.7668], [3.0219, 2.7946, 0.4364], [3.0380, 1.8972, 1.6134], [3.4629, -3.9504, 0.2857], [2.9868, -2.0383, 0.3699], [2.1222, -3.2563, 1.5422], [1.6621, -2.7240, -1.5883], [1.1786, -4.4121, -0.9040], [-0.3588, -1.6669, -1.8933], [-1.3221, -3.1875, -1.3361], [-1.8916, -1.3097, 0.9850], [-4.2895, -1.7524, -0.0981], [-3.3675, -3.2586, -0.5522], [-3.6603, -2.1425, -3.0037], [-2.6917, 0.2353, -3.4255], [-3.4471, 0.4142, -0.3785], [-1.4986, 2.1696, -1.6282], [-2.0405, 2.1563, 0.1776], [0.4708, 2.2794, 0.2433], [0.0141, 0.5710, 0.8966], [0.3679, 0.3685, -2.1838], [1.5460, -0.3355, -0.8113], [1.6641, 2.7389, -2.2187], [2.6565, 1.2324, -2.7646], [4.0074, 1.0586, -0.5099], [4.1568, 2.7317, -1.3777], [4.1306, 1.9766, 2.0694], [2.2606, 2.2177, 2.4489], [2.8217, 0.7697, 1.3548], [-1.1934, 1.5554, 3.6436], [-2.3119, 2.4833, 3.2020], [-1.9982, 3.3194, 2.3097], [-3.4158, 2.2979, 3.7868], [-0.2656, 1.7646, 3.1027], [-1.0060, 1.6832, 4.7140], [-1.4771, 0.5158, 3.4544]]}

{"formula": "C15H30BeFO15", "method": "ωB97M-V with the def2-TZVPD basis set", "spin_multiplicity": 2, "e_homo_ev": [-6.6, -9.2], "s2": 0.75, "gap_ev": [7.293, 8.706], "charge": 0, "elements": ["Be", "F", "C", "O", "C", "O", "O", "C", "H", "H", "H", "H", "H", "H", "C", "O", "C", "O", "O", "C", "H", "H", "H", "H", "H", "H", "C", "O", "C", "O", "O", "C", "H", "H", "H", "H", "H", "H", "C", "O", "C", "O", "O", "C", "H", "H", "H", "H", "H", "H", "C", "O", "C", "O", "O", "C", "H", "H", "H", "H", "H", "H"], "xyz": [[1.0081, -1.7109, -0.5753], [-0.2143, 0.1069, 0.6194], [-0.8988, 1.9565, -2.1712], [-1.7048, 0.9558, -2.7377], [-1.1962, -0.2569, -3.0007], [-0.1038, -0.6984, -2.6196], [-2.1027, -1.0187, -3.7291], [-3.4024, -0.5881, -4.2691], [-1.3356, 2.9490, -2.0611], [-0.0414, 2.0837, -2.8321], [-0.5614, 1.6955, -1.1682], [-4.2682, -1.1048, -3.8550], [-3.3273, -0.7157, -5.3490], [-3.5951, 0.4820, -4.1924], [1.6606, 0.0908, 3.2980], [2.9316, -0.3625, 3.3237], [3.4006, -1.1462, 2.2569], [2.8652, -1.3073, 1.1143], [4.6461, -1.5490, 2.6194], [5.4373, -2.1967, 1.6985], [1.6351, 0.9083, 2.5775], [1.5616, 0.5626, 4.2757], [0.9553, -0.7257, 3.1434], [4.9873, -3.1844, 1.5984], [6.4868, -2.2360, 1.9904], [5.3495, -1.6696, 0.7485], [2.5233, -4.7506, 2.1605], [1.6615, -3.8848, 2.9325], [0.5371, -3.3648, 2.5240], [0.2443, -3.2244, 1.2984], [-0.1760, -2.8922, 3.6400], [-1.3774, -2.2463, 3.2809], [3.5245, -4.6577, 2.5813], [2.5410, -4.3969, 1.1297], [2.3783, -5.8291, 2.2235], [-1.2711, -1.2692, 2.8096], [-1.9030, -1.9617, 4.1924], [-1.9614, -2.9051, 2.6383], [2.8079, 2.4293, 0.1945], [2.7330, 2.4859, -1.1956], [2.6080, 1.3048, -1.9749], [2.5461, 0.1528, -1.5663], [2.5619, 1.6827, -3.2394], [2.3424, 0.7258, -4.2721], [3.2014, 3.3337, 0.6585], [3.4372, 1.5662, 0.4116], [1.8391, 2.1701, 0.6214], [2.8152, -0.2399, -4.0931], [2.8066, 0.9333, -5.2362], [1.2781, 0.6429, -4.4925], [-6.1624, 4.3086, 0.2353], [-6.2760, 3.0587, -0.5010], [-5.2528, 2.1885, -0.6189], [-5.2437, 1.1915, -1.3079], [-4.2601, 2.5394, 0.2633], [-3.2583, 1.5803, 0.5845], [-5.8053, 4.1018, 1.2442], [-7.0977, 4.8340, 0.4285], [-5.4130, 4.9492, -0.2296], [-2.8022, 1.2521, -0.3495], [-3.7724, 0.7772, 1.1125], [-2.5269, 2.0936, 1.2088]]}

{"formula": "C15H30Cd2Cl6O20S2", "method": "ωB97M-V with the def2-TZVPD basis set", "e_homo_ev": -8.1, "gap_ev": 2.798, "charge": 0, "elements": ["Cd", "Cd", "S", "O", "O", "O", "O", "S", "O", "O", "O", "O", "C", "O", "C", "O", "O", "C", "H", "H", "H", "H", "H", "H", "C", "O", "C", "O", "O", "C", "H", "H", "H", "H", "H", "H", "C", "O", "C", "O", "O", "C", "H", "H", "H", "H", "H", "H", "C", "O", "C", "O", "O", "C", "H", "H", "H", "H", "H", "H", "C", "Cl", "Cl", "H", "H", "C", "Cl", "Cl", "H", "H", "C", "Cl", "Cl", "H", "H"], "xyz": [[2.0690, 0.2026, -3.1968], [-3.5747, -3.7532, -1.1805], [-1.0448, -2.9701, -5.4029], [-0.4529, -3.8922, -6.3720], [-0.0314, -2.0074, -5.0335], [-2.0802, -2.4957, -6.2562], [-1.6573, -3.5941, -4.2583], [-0.6871, 0.2014, -0.3051], [-0.7334, 0.8944, 0.9400], [0.5356, -0.5780, -0.5564], [-1.7768, -0.7148, -0.4744], [-0.5177, 1.0739, -1.4540], [3.2049, 3.4202, -8.4764], [1.8304, 3.7189, -8.2238], [1.1939, 3.1697, -7.1998], [1.7166, 2.4537, -6.3284], [-0.0213, 3.6751, -7.2905], [-1.0834, 3.0470, -6.5078], [3.6311, 4.1295, -9.1859], [3.3640, 2.3824, -8.7693], [3.7928, 3.4240, -7.5585], [-2.0712, 3.4541, -6.7238], [-1.0125, 3.2523, -5.4396], [-1.0622, 1.9771, -6.7151], [-6.4488, -5.9167, 3.5224], [-6.2950, -4.5942, 3.9595], [-6.1122, -3.5311, 3.1225], [-5.7567, -3.5903, 1.9228], [-6.1967, -2.4444, 3.8225], [-5.8064, -1.1693, 3.1686], [-6.9017, -5.9166, 2.5309], [-7.2804, -6.2946, 4.1171], [-5.5404, -6.5094, 3.6307], [-6.4340, -1.1049, 2.2798], [-4.7359, -1.1460, 2.9648], [-6.1385, -0.2848, 3.7122], [1.5110, -6.0853, -0.9825], [1.4149, -6.3647, 0.4356], [0.4402, -5.8850, 1.1925], [-0.5723, -5.2446, 0.8394], [0.6264, -6.2779, 2.5048], [-0.3521, -6.0802, 3.5053], [2.2835, -6.7185, -1.4188], [1.6979, -5.0784, -1.3558], [0.6830, -6.5673, -1.5021], [-0.1509, -6.6203, 4.4304], [-1.3894, -6.3093, 3.2612], [-0.2295, -5.0315, 3.7758], [4.0595, 4.8686, 1.0415], [5.3207, 4.3159, 0.6986], [5.3787, 3.3426, -0.3204], [4.4586, 3.0976, -1.1128], [6.5680, 2.8800, -0.3652], [7.3841, 2.8813, 0.8252], [3.2190, 4.2443, 0.7386], [3.9302, 5.7661, 0.4366], [3.9266, 5.1326, 2.0906], [8.3367, 2.4380, 0.5354], [7.0058, 2.3203, 1.6797], [7.7018, 3.8601, 1.1846], [-2.3223, 5.8315, -0.2336], [-4.0637, 5.9621, -0.5620], [-1.7266, 7.3020, 0.5262], [-2.1368, 4.9438, 0.3710], [-1.8085, 5.7091, -1.1871], [-0.6085, 4.1578, 6.8334], [-1.3619, 5.7553, 6.4930], [1.1152, 4.4033, 6.9187], [-1.0615, 3.9411, 7.8009], [-0.8164, 3.4249, 6.0537], [2.2691, -0.4413, 5.5528], [1.2783, -0.6564, 6.9811], [3.8489, 0.2416, 5.7259], [2.5094, -1.4150, 5.1261], [1.7479, -0.0124, 4.6969]]}

So what do the calculations give for electronic energy? Going down the list: -1946.0076, -944.2773, -1832.5960, -5986.8259 Ha.